Formula: C25H55Br22NPS
Source: the Open Molecules 2025 dataset
Level of theory: the ωB97M-V functional and the def2-TZVPD basis

Each atom is followed by the atoms it is bonded to, with distances in Å.
Positions of all 105 atoms, in Å:
1 C 2.319 0.960 1.566  C2 1.646, H7 1.188, H8 1.170, H9 1.188
2 C 2.056 2.579 1.419  C1 1.646, S3 1.873, H10 1.193, H11 1.193
3 S 0.504 2.944 0.436  C2 1.873, C4 1.873
4 C -0.443 1.391 -0.010  S3 1.873, P5 1.939, H12 1.194, H13 1.170
5 P -1.716 0.943 1.383  C4 1.939, N6 1.793, H14 1.469, H15 1.469
6 N -2.626 2.371 1.975  P5 1.793, H16 1.050, H17 1.053
7 H 1.415 0.539 2.210  C1 1.188
8 H 3.371 0.707 2.010  C1 1.170
9 H 2.304 0.518 0.464  C1 1.188
10 H 2.980 3.107 0.879  C2 1.193
11 H 1.998 3.105 2.488  C2 1.193
12 H -0.978 1.615 -1.054  C4 1.194
13 H 0.210 0.435 -0.182  C4 1.170
14 H -0.902 0.424 2.489  P5 1.469
15 H -2.603 -0.090 0.832  P5 1.469
16 H -2.271 3.233 1.492  N6 1.050
17 H -3.654 2.236 1.795  N6 1.053
18 Br -5.062 -1.433 1.648  C19 1.951
19 C -5.503 -1.773 -0.222  Br18 1.951, C20 1.511, H22 1.093, H23 1.095
20 C -4.865 -3.053 -0.711  C19 1.511, Br21 1.950, H24 1.094, H25 1.093
21 Br -2.963 -2.805 -1.061  C20 1.950
22 H -5.194 -0.890 -0.788  C19 1.093
23 H -6.594 -1.852 -0.247  C19 1.095
24 H -5.294 -3.354 -1.671  C20 1.094
25 H -4.955 -3.881 -0.002  C20 1.093
26 Br 1.483 5.088 3.957  C27 1.951
27 C -0.278 4.327 4.309  Br26 1.951, C28 1.511, H30 1.093, H31 1.095
28 C -0.411 3.901 5.753  C27 1.511, Br29 1.950, H32 1.094, H33 1.093
29 Br 0.532 2.227 6.085  C28 1.950
30 H -0.420 3.508 3.600  C27 1.093
31 H -0.985 5.129 4.078  C27 1.095
32 H -1.457 3.693 5.998  C28 1.094
33 H -0.016 4.636 6.461  C28 1.093
34 Br 5.845 0.804 4.239  C35 1.951
35 C 6.608 1.500 2.584  Br34 1.951, C36 1.511, H38 1.093, H39 1.095
36 C 7.058 2.933 2.749  C35 1.511, Br37 1.950, H40 1.094, H41 1.093
37 Br 5.539 4.156 2.724  C36 1.950
38 H 5.854 1.367 1.804  C35 1.093
39 H 7.463 0.850 2.371  C35 1.095
40 H 7.683 3.240 1.906  C36 1.094
41 H 7.598 3.114 3.682  C36 1.093
42 Br -0.155 -0.843 -2.808  C43 1.951
43 C 0.608 -0.147 -4.463  Br42 1.951, C44 1.511, H46 1.093, H47 1.095
44 C 1.058 1.287 -4.297  C43 1.511, Br45 1.950, H48 1.094, H49 1.093
45 Br -0.461 2.510 -4.322  C44 1.950
46 H -0.146 -0.279 -5.243  C43 1.093
47 H 1.463 -0.796 -4.676  C43 1.095
48 H 1.683 1.593 -5.141  C44 1.094
49 H 1.598 1.468 -3.364  C44 1.093
50 Br 7.645 -1.039 0.615  C51 1.951
51 C 8.408 -0.343 -1.040  Br50 1.951, C52 1.511, H54 1.093, H55 1.095
52 C 8.858 1.091 -0.875  C51 1.511, Br53 1.950, H56 1.094, H57 1.093
53 Br 7.339 2.314 -0.900  C52 1.950
54 H 7.654 -0.475 -1.820  C51 1.093
55 H 9.263 -0.992 -1.253  C51 1.095
56 H 9.483 1.397 -1.718  C52 1.094
57 H 9.398 1.272 0.058  C52 1.093
58 Br -8.082 -5.514 1.177  C59 1.951
59 C -9.202 -4.199 0.270  Br58 1.951, C60 1.511, H62 1.093, H63 1.095
60 C -9.483 -4.611 -1.157  C59 1.511, Br61 1.950, H64 1.094, H65 1.093
61 Br -7.937 -4.288 -2.301  C60 1.950
62 H -8.693 -3.235 0.353  C59 1.093
63 H -10.129 -4.166 0.851  C59 1.095
64 H -10.284 -4.000 -1.582  C60 1.094
65 H -9.742 -5.668 -1.260  C60 1.093
66 Br -1.836 7.797 -3.106  C67 1.951
67 C -0.911 7.024 -1.572  Br66 1.951, C68 1.511, H70 1.093, H71 1.095
68 C -0.579 5.569 -1.810  C67 1.511, Br69 1.950, H72 1.094, H73 1.093
69 Br -2.158 4.442 -1.601  C68 1.950
70 H -1.548 7.188 -0.700  C67 1.093
71 H 0.004 7.615 -1.465  C67 1.095
72 H 0.129 5.208 -1.058  C68 1.094
73 H -0.176 5.373 -2.807  C68 1.093
74 Br 2.593 -3.942 -5.070  C75 1.951
75 C 0.832 -4.703 -4.717  Br74 1.951, C76 1.511, H78 1.093, H79 1.095
76 C 0.699 -5.129 -3.273  C75 1.511, Br77 1.950, H80 1.094, H81 1.093
77 Br 1.641 -6.804 -2.942  C76 1.950
78 H 0.690 -5.522 -5.427  C75 1.093
79 H 0.124 -3.901 -4.949  C75 1.095
80 H -0.347 -5.337 -3.029  C76 1.094
81 H 1.094 -4.394 -2.566  C76 1.093
82 Br -4.105 -5.855 -2.883  C83 1.951
83 C -3.714 -7.759 -3.047  Br82 1.951, C84 1.511, H86 1.093, H87 1.095
84 C -2.254 -7.992 -3.363  C83 1.511, Br85 1.950, H88 1.094, H89 1.093
85 Br -1.868 -7.610 -5.237  C84 1.950
86 H -4.392 -8.160 -3.804  C83 1.093
87 H -3.970 -8.186 -2.073  C83 1.095
88 H -1.995 -9.046 -3.228  C84 1.094
89 H -1.577 -7.376 -2.766  C84 1.093
90 Br -1.366 -6.170 2.401  C91 1.951
91 C -3.138 -5.500 2.867  Br90 1.951, C92 1.511, H94 1.093, H95 1.095
92 C -4.175 -6.596 2.790  C91 1.511, Br93 1.950, H96 1.094, H97 1.093
93 Br -4.658 -6.982 0.940  C92 1.950
94 H -3.345 -4.657 2.203  C91 1.093
95 H -3.041 -5.133 3.894  C91 1.095
96 H -5.107 -6.277 3.266  C92 1.094
97 H -3.846 -7.538 3.238  C92 1.093
98 Br 7.034 8.632 1.745  C99 1.951
99 C 5.262 9.302 2.211  Br98 1.951, C100 1.511, H102 1.093, H103 1.095
100 C 4.225 8.206 2.134  C99 1.511, Br101 1.950, H104 1.094, H105 1.093
101 Br 3.742 7.820 0.284  C100 1.950
102 H 5.055 10.145 1.547  C99 1.093
103 H 5.359 9.669 3.238  C99 1.095
104 H 3.293 8.525 2.611  C100 1.094
105 H 4.554 7.265 2.582  C100 1.093

Results
Total charge   +1
Multiplicity   1

Formula: C25H55F6N2O21PS2
Source: the Open Molecules 2025 dataset
Level of theory: the ωB97M-V functional and the def2-TZVPD basis

Each atom is followed by the atoms it is bonded to, with distances in Å.
Positions of all 112 atoms, in Å:
1 C -2.773 2.623 -1.035  C2 1.523, H43 1.095, H44 1.096, H45 1.092
2 C -2.939 2.562 -2.548  C1 1.523, O3 1.213, O4 1.383
3 O -2.402 3.383 -3.262  C2 1.213
4 O -3.699 1.581 -3.157  C2 1.383, C5 1.448
5 C -3.183 0.245 -2.946  O4 1.448, C6 1.555, H46 1.102, H47 1.097
6 C -1.715 0.061 -3.427  C5 1.555, C7 1.555, H48 1.098, H49 1.101
7 C -0.805 -0.362 -2.240  C6 1.555, C8 1.561, H50 1.101, H51 1.098
8 C 0.639 -0.743 -2.696  C7 1.561, C9 1.535, H52 1.113, H53 1.094
9 C 1.732 -0.420 -1.667  C8 1.535, C10 1.413, C26 1.394
10 C 2.746 0.534 -1.904  C9 1.413, C11 1.525, C17 1.396
11 C 2.817 1.343 -3.195  C10 1.525, C12 1.551, H54 1.104, H55 1.091
12 C 2.585 2.869 -3.043  C11 1.551, C13 1.554, H56 1.093, H57 1.099
13 C 1.191 3.269 -2.485  C12 1.554, F14 1.403, F15 1.325, F16 1.342
14 F 0.547 4.095 -3.418  C13 1.403
15 F 0.365 2.252 -2.285  C13 1.325
16 F 1.341 4.018 -1.382  C13 1.342
17 C 3.695 0.687 -0.892  C10 1.396, C18 1.530, C24 1.379
18 C 4.887 1.637 -1.009  C17 1.530, O19 1.448, H58 1.098, H59 1.091
19 O 6.160 0.949 -1.067  C18 1.448, C20 1.342
20 C 6.464 0.466 -2.282  O19 1.342, F21 1.357, F22 1.341, F23 1.348
21 F 6.435 1.401 -3.265  C20 1.357
22 F 5.719 -0.574 -2.683  C20 1.341
23 F 7.736 0.025 -2.216  C20 1.348
24 C 3.630 -0.016 0.293  C17 1.379, C25 1.380, H60 1.087
25 C 2.648 -0.952 0.544  C24 1.380, C26 1.398, N39 1.432
26 C 1.711 -1.145 -0.476  C9 1.394, C25 1.398, S27 1.798
27 S 0.465 -2.392 -0.120  C26 1.798, C28 1.786
28 C 0.161 -2.016 1.599  S27 1.786, C29 1.365, C38 1.400
29 C -1.108 -2.026 2.103  C28 1.365, C30 1.393, H61 1.090
30 C -1.332 -1.695 3.438  C29 1.393, N31 1.468, C34 1.380
31 N -2.722 -1.724 3.909  C30 1.468, C32 1.217
32 C -3.407 -1.086 3.130  N31 1.217, S33 1.582
33 S -4.322 -0.737 1.887  C32 1.582
34 C -0.242 -1.349 4.211  C30 1.380, P35 1.835, C37 1.400
35 P -0.448 -0.846 5.964  C34 1.835, O36 1.486, H62 1.410, H63 1.417
36 O -1.870 -0.675 6.363  P35 1.486
37 C 1.056 -1.364 3.689  C34 1.400, C38 1.391, H64 1.090
38 C 1.293 -1.697 2.358  C28 1.400, C37 1.391, N39 1.419
39 N 2.569 -1.737 1.739  C25 1.432, C38 1.419, C40 1.441
40 C 3.656 -1.504 2.655  N39 1.441, O41 1.432, H65 1.108, H66 1.100
41 O 4.862 -2.010 2.074  C40 1.432, O42 1.403
42 O 5.930 -1.470 2.807  O41 1.403, H67 0.975
43 H -1.720 2.516 -0.754  C1 1.095
44 H -3.094 3.622 -0.720  C1 1.096
45 H -3.421 1.883 -0.562  C1 1.092
46 H -3.325 -0.078 -1.902  C5 1.102
47 H -3.825 -0.403 -3.556  C5 1.097
48 H -1.330 0.951 -3.941  C6 1.098
49 H -1.713 -0.793 -4.122  C6 1.101
50 H -0.777 0.403 -1.449  C7 1.101
51 H -1.289 -1.241 -1.795  C7 1.098
52 H 0.660 -1.850 -2.812  C8 1.113
53 H 0.842 -0.344 -3.694  C8 1.094
54 H 3.846 1.231 -3.578  C11 1.104
55 H 2.163 0.983 -3.990  C11 1.091
56 H 3.343 3.398 -2.459  C12 1.093
57 H 2.638 3.298 -4.053  C12 1.099
58 H 4.905 2.203 -0.069  C18 1.098
59 H 4.781 2.374 -1.807  C18 1.091
60 H 4.394 0.187 1.040  C24 1.087
61 H -1.917 -2.297 1.424  C29 1.090
62 H 0.291 0.328 6.211  P35 1.410
63 H 0.116 -1.877 6.757  P35 1.417
64 H 1.880 -1.073 4.341  C37 1.090
65 H 3.775 -0.429 2.894  C40 1.108
66 H 3.532 -2.038 3.608  C40 1.100
67 H 6.019 -0.543 2.516  O42 0.975
68 O -6.783 -1.866 -0.127  H69 0.963, H70 0.963
69 H -6.039 -1.747 0.472  O68 0.963
70 H -7.562 -1.676 0.407  O68 0.963
71 O 0.749 2.219 5.448  H72 0.963, H73 0.964
72 H 1.202 2.738 4.774  O71 0.963
73 H -0.062 2.712 5.620  O71 0.964
74 O -5.004 -3.903 1.650  H75 0.963, H76 0.964
75 H -5.623 -4.303 2.270  O74 0.963
76 H -5.034 -4.478 0.876  O74 0.964
77 O -3.889 -2.638 -1.047  H78 0.965, H79 0.969
78 H -4.020 -1.902 -0.437  O77 0.965
79 H -4.682 -2.631 -1.603  O77 0.969
80 O 1.523 -3.713 -3.949  H81 0.963, H82 0.966
81 H 2.329 -3.872 -4.450  O80 0.963
82 H 1.284 -4.584 -3.606  O80 0.966
83 O -6.689 -2.384 -2.902  H84 0.969, H85 0.962
84 H -7.070 -2.099 -2.058  O83 0.969
85 H -7.094 -1.809 -3.558  O83 0.962
86 O 0.052 -6.100 -4.861  H87 0.963, H88 0.964
87 H -0.878 -6.347 -4.819  O86 0.963
88 H 0.068 -5.337 -5.449  O86 0.964
89 O -6.423 -0.761 5.055  H90 0.961, H91 0.967
90 H -5.652 -0.852 4.487  O89 0.961
91 H -6.590 -1.663 5.362  O89 0.967
92 O 7.350 3.971 -2.107  H93 0.963, H94 0.962
93 H 7.192 3.039 -2.295  O92 0.963
94 H 8.154 3.973 -1.578  O92 0.962
95 O -4.781 2.881 1.130  H96 0.961, H97 0.964
96 H -4.730 1.922 1.156  O95 0.961
97 H -4.671 3.160 2.046  O95 0.964
98 O 8.990 -0.484 2.451  H99 0.963, H100 0.962
99 H 8.154 -0.914 2.660  O98 0.963
100 H 9.522 -1.185 2.062  O98 0.962
101 O -7.949 3.850 1.093  H102 0.962, H103 0.965
102 H -8.488 3.135 1.444  O101 0.962
103 H -7.068 3.464 1.006  O101 0.965
104 O 4.003 2.371 2.433  H105 0.964, H106 0.964
105 H 3.482 3.025 1.954  O104 0.964
106 H 4.858 2.799 2.559  O104 0.964
107 O -6.745 -3.725 5.073  H108 0.963, H109 0.964
108 H -7.269 -4.460 5.409  O107 0.963
109 H -5.859 -4.092 4.971  O107 0.964
110 O 2.509 5.966 -3.398  H111 0.963, H112 0.961
111 H 1.589 5.687 -3.353  O110 0.963
112 H 2.519 6.737 -3.972  O110 0.961

Results
Multiplicity   1

In order of appearance, total energy = -58407.9054 -4412.0054 hartree.
In order of appearance, gap between HOMO and LUMO = 8.81 7.96 eV.